C14H16CuNS3Si as an isolated structure, computed with wB97M-V/def2-TZVPD.

The geometry in XYZ format:
```
36
Properties=species:S:1:pos:R:3:forces:R:3
H 1.5001 -5.1196 -3.4924 -0.01 0.01 0.01
H -3.4142 4.1374 4.6021 0.00 0.00 -0.01
H 3.8188 -1.7056 -2.3388 0.01 -0.02 -0.02
N -0.3060 0.5498 1.7305 -0.26 0.45 0.77
C 1.5847 -4.1621 -2.9905 -0.08 -0.05 0.00
H -1.0493 5.0085 0.4170 0.01 -0.01 0.00
H -4.6253 3.0948 1.9480 0.03 0.00 0.03
H -1.8476 6.3158 1.3069 -0.03 -0.02 0.03
C -3.9938 3.8054 1.4103 0.22 0.02 0.04
C -1.1572 2.0094 3.8931 -0.01 0.01 -0.01
C -0.0602 0.1127 2.9623 0.02 -0.03 -0.06
S 2.0367 -0.1289 -0.9172 -0.01 -0.26 -0.18
C 2.8854 -2.2554 -2.3487 -0.04 -0.07 -0.04
C -0.4664 0.8106 4.0789 0.01 -0.02 0.10
C -0.9729 1.7106 1.5354 -0.08 0.13 0.52
H -0.3786 5.5692 1.9500 -0.02 -0.03 0.03
H -1.4841 2.5665 4.7653 0.00 0.00 -0.02
H -4.5500 4.7410 1.3053 0.03 0.01 0.03
C -1.3080 5.3705 1.4117 -0.13 -0.18 0.04
C 1.7855 -1.6747 -1.6870 0.22 0.00 -0.05
S -0.9030 -1.8036 -0.9197 0.22 -0.12 -0.17
H -0.2525 0.4308 5.0685 0.00 0.00 -0.01
Cu -0.0290 0.0809 -0.1250 0.24 -0.42 -0.50
H -1.8857 5.0281 4.6033 0.00 0.00 -0.01
Si -2.3649 4.0967 2.3162 -0.12 0.22 0.17
H 0.4781 -0.8250 3.0326 0.00 0.00 0.00
S -1.1697 2.0704 -0.1264 -0.33 0.57 -0.25
C 2.7979 -3.4708 -2.9904 0.08 0.06 0.01
H 3.6651 -3.8857 -3.4920 0.00 0.01 0.01
H -3.3325 5.7550 3.9013 0.00 0.00 0.00
C -2.7856 4.8163 4.0207 0.05 -0.08 -0.17
H -3.8057 3.4020 0.4155 0.00 -0.02 -0.01
H -0.4545 -4.1408 -2.3398 0.01 -0.02 -0.02
C 0.5551 -2.3760 -1.6875 -0.11 -0.18 -0.05
C -1.4312 2.4932 2.6252 -0.02 0.03 -0.18
C 0.4944 -3.6183 -2.3493 0.07 0.00 -0.03
```
Positions in Å, forces in eV/Å.

Results
Kohn-Sham gap (spin up / spin down)   6.6 / 6.2 eV
Net charge   -1
Electronic energy   -101295.213 eV
Expectation value of S²   0.762
Multiplicity   2

Let us look at the Löwdin charges, expressed in e, one per atom: H 0.085; H 0.025; H 0.081; N -0.085; C -0.134; H 0.002; H 0.029; H 0.023; C -0.187; C -0.097; C -0.119; S 0.597; C -0.164; C -0.085; C -0.745; H 0.029; H 0.088; H 0.023; C -0.188; C -0.703; S 0.597; H 0.090; Cu -0.219; H 0.025; Si 0.517; H 0.119; S 0.654; C -0.133; H 0.085; H 0.022; C -0.201; H 0.002; H 0.081; C -0.703; C -0.250; C -0.164